1.
{"formula": "C3H6O", "method": "ωB97M-V with the def2-TZVPD basis set", "species": ["C", "C", "C", "O", "H", "H", "H", "H", "H", "H"], "positions_angstrom": [[-1.243, 0.252, 0.104], [0.052, -0.475, -0.141], [1.384, 0.125, -0.068], [0.908, -0.731, 0.962], [-2.021, -0.460, 0.398], [-1.566, 0.724, -0.829], [-1.161, 1.008, 0.891], [-0.049, -1.315, -0.830], [2.173, -0.300, -0.690], [1.522, 1.171, 0.204]], "lowdin_charge": [-0.048, -0.369, -0.131, -0.049, 0.077, 0.079, 0.085, 0.135, 0.108, 0.113], "homo_ha": -0.37656, "multiplicity": 1, "orbital_gap_ev": 11.45, "total_charge": 0}


2.
{"formula": "C3H6O", "method": "ωB97M-V with the def2-TZVPD basis set", "species": ["C", "C", "C", "O", "H", "H", "H", "H", "H", "H"], "positions_angstrom": [[1.311, -0.214, 0.005], [0.046, 0.611, -0.005], [-1.299, -0.117, 0.010], [0.106, 1.819, 0.000], [1.315, -0.880, 0.865], [2.145, 0.476, 0.052], [1.382, -0.847, -0.896], [-1.903, 0.249, -0.850], [-1.853, 0.112, 0.929], [-1.249, -1.208, -0.111]], "lowdin_charge": [-0.030, -0.500, -0.030, 0.063, 0.082, 0.077, 0.091, 0.091, 0.084, 0.072], "homo_ha": -0.35657, "multiplicity": 1, "orbital_gap_ev": 10.68, "total_charge": 0}


3.
{"formula": "C3H6O", "method": "ωB97M-V with the def2-TZVPD basis set", "species": ["C", "C", "H", "H", "H", "H", "C", "O", "H", "H"], "positions_angstrom": [[3.334, 3.225, 0.505], [2.894, 2.167, -0.147], [4.110, 3.754, -0.010], [2.781, 3.537, 1.379], [3.435, 1.771, -1.000], [2.031, 1.579, 0.146], [-2.645, -2.423, -0.229], [-3.697, -2.992, -0.126], [-2.557, -1.348, -0.013], [-1.744, -2.977, -0.546]], "lowdin_charge": [-0.080, -0.095, 0.042, 0.048, 0.043, 0.042, -0.148, -0.008, 0.077, 0.078], "homo_ha": -0.37817, "multiplicity": 1, "orbital_gap_ev": 11.10, "total_charge": 0}


4.
{"formula": "C3H6O", "method": "ωB97M-V with the def2-TZVPD basis set", "species": ["C", "C", "C", "O", "H", "H", "H", "H", "H", "H"], "positions_angstrom": [[-0.837, 0.612, 1.200], [0.106, 0.012, 0.575], [0.036, -0.388, -0.879], [1.279, -0.591, -1.444], [-0.605, 0.818, 2.259], [-1.611, 1.316, 0.785], [0.754, -0.790, 1.061], [-0.556, 0.407, -1.466], [-0.438, -1.431, -1.004], [1.870, 0.034, -1.087]], "lowdin_charge": [-0.027, -0.211, -0.322, -0.063, 0.065, 0.087, 0.137, 0.132, 0.145, 0.057], "homo_ha": -0.36987, "multiplicity": 1, "orbital_gap_ev": 11.04, "total_charge": 0}


From most stable to least stable, the computed energies give 2, 1, 4, 3.


1.
{"formula": "C3H6O", "method": "ωB97M-V with the def2-TZVPD basis set", "species": ["C", "C", "C", "O", "H", "H", "H", "H", "H", "H"], "positions_angstrom": [[1.205, -0.561, 0.764], [0.084, -0.865, -0.213], [-0.816, 0.267, -0.512], [-0.681, 1.432, -0.144], [1.687, 0.367, 0.405], [0.762, -0.413, 1.768], [1.923, -1.440, 0.807], [-0.507, -1.720, 0.196], [0.479, -1.264, -1.164], [-1.738, -0.027, -1.092]], "lowdin_charge": [-0.116, -0.259, -0.276, 0.031, 0.079, 0.082, 0.091, 0.124, 0.120, 0.124], "homo_ha": -0.36623, "multiplicity": 1, "orbital_gap_ev": 10.97, "total_charge": 0}


2.
{"formula": "C3H6O", "method": "ωB97M-V with the def2-TZVPD basis set", "species": ["C", "C", "C", "O", "H", "H", "H", "H", "H", "H"], "positions_angstrom": [[-1.240, 0.434, -0.177], [0.144, 0.240, 0.432], [1.209, -0.688, -0.147], [1.338, 0.721, -0.129], [-1.195, 0.003, -1.264], [-1.433, 1.486, -0.021], [-1.938, -0.148, 0.367], [0.125, 0.390, 1.582], [1.880, -1.283, 0.413], [1.111, -1.154, -1.056]], "lowdin_charge": [-0.050, -0.347, -0.112, -0.053, 0.120, 0.071, 0.054, 0.157, 0.088, 0.073], "homo_ha": -0.37499, "multiplicity": 1, "orbital_gap_ev": 11.40, "total_charge": 0}


3.
{"formula": "C3H6O", "method": "ωB97M-V with the def2-TZVPD basis set", "species": ["C", "C", "C", "O", "H", "H", "H", "H", "H", "H"], "positions_angstrom": [[1.404, -0.669, -0.003], [0.697, 0.455, -0.012], [-0.806, 0.496, -0.007], [-1.332, -0.810, -0.032], [2.499, -0.642, -0.022], [0.908, -1.633, 0.009], [1.208, 1.421, -0.030], [-1.153, 1.084, -0.872], [-1.138, 1.040, 0.890], [-2.287, -0.742, 0.079]], "lowdin_charge": [0.002, -0.170, -0.295, -0.073, 0.058, 0.056, 0.098, 0.117, 0.117, 0.090], "homo_ha": -0.35145, "multiplicity": 1, "orbital_gap_ev": 10.47, "total_charge": 0}


From most stable to least stable, the computed energies give 1, 3, 2.


1.
{"formula": "CH11NO3", "method": "ωB97M-V with the def2-TZVPD basis set", "species": ["C", "N", "H", "H", "H", "H", "H", "O", "H", "H", "O", "H", "H", "O", "H", "H"], "positions_angstrom": [[-0.625, 1.253, 0.082], [-0.726, 0.418, 1.292], [-0.631, 2.321, 0.349], [-1.440, 1.199, -0.627], [0.274, 1.074, -0.502], [0.204, 0.427, 1.693], [-1.385, 0.739, 1.984], [1.139, -1.366, -0.835], [0.177, -1.216, -0.904], [1.199, -1.979, -1.579], [2.877, 0.430, 0.863], [2.852, 1.269, 0.398], [2.269, -0.150, 0.390], [-1.832, -1.771, -0.759], [-2.265, -1.646, -1.611], [-2.088, -1.002, -0.233]], "lowdin_charge": [-0.198, -0.043, 0.070, 0.054, 0.055, 0.054, 0.062, -0.068, 0.003, 0.052, -0.062, 0.029, -0.019, -0.055, 0.051, 0.016], "homo_ha": -0.35141, "multiplicity": 1, "orbital_gap_ev": 10.14, "total_charge": 0}


2.
{"formula": "CH11NO3", "method": "ωB97M-V with the def2-TZVPD basis set", "species": ["C", "N", "H", "H", "H", "H", "H", "O", "H", "H", "O", "H", "H", "O", "H", "H"], "positions_angstrom": [[0.425, -0.747, -2.013], [1.042, 0.222, -1.084], [-0.475, -0.392, -2.525], [1.183, -1.124, -2.688], [0.007, -1.548, -1.397], [0.274, 0.614, -0.550], [1.393, 1.008, -1.620], [-0.942, 0.617, 2.719], [-0.113, 0.173, 2.541], [-0.941, 1.541, 2.403], [-2.447, 0.925, -0.418], [-3.075, 0.269, -0.699], [-2.142, 0.515, 0.413], [1.654, -0.526, 1.821], [1.747, -0.614, 0.860], [2.410, -0.932, 2.236]], "lowdin_charge": [-0.178, -0.066, 0.062, 0.065, 0.068, 0.043, 0.066, -0.069, -0.019, 0.049, -0.060, 0.026, 0.024, -0.061, 0.011, 0.038], "homo_ha": -0.36560, "multiplicity": 1, "orbital_gap_ev": 10.70, "total_charge": 0}


From most stable to least stable, the computed energies give 2, 1.


1.
{"formula": "C7H9N", "method": "ωB97M-V with the def2-TZVPD basis set", "species": ["C", "C", "N", "C", "C", "C", "C", "C", "H", "H", "H", "H", "H", "H", "H", "H", "H"], "positions_angstrom": [[0.708, 0.433, -1.378], [2.204, 0.140, -1.456], [2.151, -0.493, -0.086], [0.841, -0.057, 0.221], [-0.368, -0.399, -0.553], [-1.534, 0.210, -0.248], [-2.920, -0.133, -0.234], [0.530, -0.023, 1.820], [0.250, 1.390, -1.415], [2.534, -0.424, -2.291], [2.176, -1.418, -0.187], [-1.306, 1.298, -0.047], [-3.715, 0.714, -0.150], [-3.168, -1.151, -0.354], [1.573, 0.004, 2.228], [0.035, 0.878, 2.061], [0.007, -0.969, 2.069]], "lowdin_charge": [-0.050, -0.034, 0.022, -0.348, -0.078, -0.212, 0.037, 0.014, 0.087, 0.062, 0.052, 0.132, 0.082, 0.017, 0.080, 0.046, 0.092], "homo_ha": -0.25528, "multiplicity": 1, "orbital_gap_ev": 5.77, "total_charge": 0}


2.
{"formula": "C7H9N", "method": "ωB97M-V with the def2-TZVPD basis set", "species": ["C", "C", "C", "C", "C", "C", "C", "H", "H", "H", "H", "H", "H", "H", "H", "H", "N"], "positions_angstrom": [[-1.680, -0.697, 0.633], [-0.198, -0.814, 1.258], [1.514, 0.068, 0.531], [1.598, 1.026, -0.661], [-1.409, 0.016, -0.850], [-0.358, 0.659, -0.394], [0.460, -0.597, 0.056], [-2.278, -0.129, 1.330], [-2.156, -1.667, 0.456], [0.029, -1.663, 1.912], [2.534, -0.414, 0.724], [2.274, 0.598, -1.478], [1.800, 2.037, -0.286], [-2.235, 0.593, -1.314], [-0.480, 1.418, 0.345], [0.430, -1.418, -0.730], [0.156, 0.983, -1.534]], "lowdin_charge": [-0.039, 0.012, -0.054, -0.076, 0.060, -0.747, -0.523, 0.104, 0.103, 0.112, 0.143, 0.139, 0.115, 0.135, 0.151, 0.183, 0.183], "homo_ha": -0.27833, "multiplicity": 1, "orbital_gap_ev": 6.11, "total_charge": 0}


From most stable to least stable, the computed energies give 1, 2.